# 1
DFT (the ωB97M-V functional and the def2-TZVPD basis) results for C36H49AlBrN5O3PS2 as an isolated structure.

```
98
Properties=species:S:1:pos:R:3
Al 0.402 0.637 0.681
C 1.763 0.384 3.196
N 0.395 0.783 2.778
C -0.054 2.102 3.276
C 0.426 3.112 2.292
N 0.659 2.731 1.069
C 1.159 3.849 0.399
C 1.574 4.015 -0.918
C 2.030 5.264 -1.285
C 2.069 6.332 -0.372
C 1.647 6.182 0.934
C 1.192 4.918 1.293
N 0.718 4.411 2.502
C 2.757 0.650 2.105
N 2.390 0.792 0.859
C 3.556 0.893 0.105
C 3.738 1.019 -1.270
C 5.037 1.056 -1.727
C 6.130 0.969 -0.847
C 5.957 0.845 0.516
C 4.643 0.812 0.969
N 4.097 0.665 2.242
H 1.755 -0.694 3.369
H 2.051 0.871 4.130
H -0.260 0.075 3.102
H 0.311 2.301 4.287
H -1.145 2.102 3.282
H 1.503 3.204 -1.630
H 2.354 5.432 -2.303
H 2.435 7.295 -0.702
H 1.672 7.005 1.635
H 0.568 4.925 3.353
H 2.893 1.065 -1.944
H 5.226 1.142 -2.789
H 7.133 0.991 -1.250
H 6.800 0.765 1.188
H 4.607 0.544 3.101
C -1.930 -6.942 1.315
C -2.389 -5.964 0.225
C -2.129 -6.584 -1.154
C -3.894 -5.733 0.368
C -1.606 -4.659 0.375
C -2.159 -3.522 0.947
C -1.392 -2.381 1.060
Br -2.191 -0.860 1.873
C -0.070 -2.276 0.613
O 0.568 -1.098 0.702
C 0.530 -3.445 0.107
C -0.270 -4.583 0.006
C 2.014 -3.639 -0.267
C 2.639 -4.579 0.774
C 2.125 -4.272 -1.663
C 2.847 -2.358 -0.295
H -2.450 -7.897 1.214
H -2.142 -6.541 2.308
H -0.857 -7.130 1.248
H -2.734 -7.485 -1.273
H -1.086 -6.873 -1.288
H -2.394 -5.888 -1.952
H -4.427 -6.660 0.153
H -4.249 -4.971 -0.330
H -4.168 -5.429 1.380
H -3.176 -3.507 1.311
H 0.194 -5.480 -0.381
H 2.175 -5.565 0.757
H 2.521 -4.172 1.781
H 3.707 -4.705 0.576
H 1.701 -5.274 -1.705
H 3.176 -4.351 -1.948
H 1.614 -3.659 -2.408
H 2.915 -1.907 0.695
H 2.431 -1.623 -0.981
H 3.859 -2.603 -0.628
C -3.781 0.832 -3.278
C -4.284 1.440 -1.987
C -4.501 0.419 -0.890
O -3.360 2.520 -1.615
P -2.227 2.590 -0.519
S -2.813 2.542 1.325
S -0.898 1.106 -1.107
O -1.484 3.916 -0.934
C -2.028 5.245 -1.205
C -3.305 5.563 -0.456
C -2.171 5.386 -2.707
H -4.543 0.169 -3.689
H -2.873 0.254 -3.103
H -3.566 1.608 -4.012
H -5.218 1.972 -2.171
H -3.599 -0.167 -0.708
H -5.293 -0.260 -1.209
H -4.805 0.890 0.042
H -1.233 5.907 -0.854
H -4.146 4.982 -0.838
H -3.524 6.622 -0.599
H -3.211 5.365 0.610
H -2.881 4.651 -3.085
H -1.212 5.233 -3.201
H -2.536 6.384 -2.952
```

Computed properties:
Frontier orbital gap: 7.93 eV
E_HOMO: -10.17 eV
Total charge: +1
LUMO level: -2.2 eV

***

# 2
DFT (the ωB97M-V functional and the def2-TZVPD basis) results for C4H10O2 as an isolated structure.

```
16
Properties=species:S:1:pos:R:3
C -0.056 1.707 2.457
O -0.534 1.256 1.216
C 0.111 0.078 0.800
C -0.454 -0.316 -0.559
O 0.640 -0.697 -1.402
C 0.308 -0.835 -2.681
H -0.558 2.651 2.676
H -0.275 0.987 3.261
H 1.032 1.876 2.431
H 1.195 0.241 0.691
H -0.032 -0.721 1.546
H -1.146 -1.165 -0.494
H -0.977 0.536 -1.001
H 0.008 -2.596 -2.812
H -0.496 -1.907 -2.903
H 1.234 -1.094 -3.226
```

Computed properties:
Frontier orbital gap: 9.25 eV
E_HOMO: -8.49 eV
ΔE to the lowest compared entry with this formula, charge and spin: 5.6201 eV
LUMO level: 0.8 eV

***

# 3
DFT (the ωB97M-V functional and the def2-TZVPD basis) results for C9H13AgNO3Se as an isolated structure.

```
28
Properties=species:S:1:pos:R:3
Ag -0.618 -0.817 1.311
N -1.037 -1.315 -1.070
C -0.031 -2.216 -1.654
C 1.282 -2.130 -0.878
C 1.649 -0.651 -0.736
O 2.158 -0.090 -1.725
O 1.300 -0.081 0.342
H -1.970 -1.603 -1.332
H -0.903 -0.364 -1.417
H 0.160 -1.972 -2.704
H -0.418 -3.236 -1.609
H 2.066 -2.656 -1.425
H 1.159 -2.582 0.109
Se -2.138 -0.988 3.271
C -0.999 -0.444 4.712
C 0.291 0.056 4.526
C 1.071 0.440 5.607
C 0.586 0.337 6.904
C -0.697 -0.157 7.102
C -1.477 -0.542 6.021
H 0.688 0.145 3.521
H 2.069 0.824 5.430
H 1.197 0.636 7.746
H -1.094 -0.246 8.107
H -2.476 -0.928 6.185
O -0.069 1.605 -1.741
H 0.800 1.194 -1.931
H -0.021 1.701 -0.782
```

Computed properties:
Frontier orbital gap: 7.18 eV
E_HOMO: -4.09 eV
Total charge: -1
ΔE to the lowest compared entry with this formula, charge and spin: 0.0000 eV
LUMO level: 3.1 eV

***

# 4
DFT (the ωB97M-V functional and the def2-TZVPD basis) results for a 21-piece molecular cluster, C14H60N6O21 overall at a distorted geometry.

```
101
Properties=species:S:1:pos:R:3
O -3.018 -1.192 -2.413
N 0.462 1.933 -2.185
N -1.475 0.169 1.667
C -2.190 -0.568 -1.825
C -0.313 0.990 -1.675
C -2.491 -0.647 1.884
C -2.264 -0.476 -0.361
C -1.261 0.231 0.305
N -3.050 -1.040 0.664
N -1.150 0.160 -2.464
N -2.424 -2.351 3.795
N -0.274 0.910 -0.325
C -0.957 0.269 -3.926
C -3.186 -2.759 5.031
C -0.934 -2.404 3.811
C -3.085 -1.110 3.199
C 3.032 1.476 -0.526
C 1.987 1.050 0.517
C 2.618 2.747 -1.137
C 0.698 1.825 0.162
C 1.107 2.661 -1.066
H -3.907 -1.635 0.663
H -1.087 1.293 -4.234
H -1.753 -0.269 -4.419
H -0.004 -0.063 -4.241
H -2.979 -1.962 5.801
H -4.278 -2.748 5.007
H -2.872 -3.732 5.421
H -0.442 -2.018 2.954
H -0.640 -1.739 4.654
H -0.543 -3.411 4.004
H -4.192 -1.213 3.136
H -2.843 -0.308 3.857
H 3.146 0.693 -1.361
H 3.997 1.643 -0.060
H 2.281 1.408 1.502
H 1.859 -0.051 0.528
H 2.935 3.582 -0.529
H 3.099 2.840 -2.051
H 0.408 2.455 1.031
H 0.655 3.647 -1.033
O 4.740 -1.490 -2.871
H 5.437 -1.297 -3.579
H 3.897 -1.802 -3.335
O -2.626 -4.070 1.559
H -2.574 -3.650 2.479
H -3.392 -3.637 1.058
O 3.090 4.225 -4.223
H 3.623 4.458 -5.050
H 2.212 4.728 -4.261
O 2.171 -0.922 3.304
H 2.487 -1.322 4.177
H 1.400 -0.298 3.503
O -5.211 -2.737 0.739
H -6.023 -2.201 0.459
H -5.164 -3.564 0.157
O -3.188 -2.583 8.674
H -3.130 -2.377 9.663
H -2.247 -2.628 8.306
O -1.388 3.632 -3.801
H -0.575 3.237 -3.346
H -2.063 3.872 -3.086
O 6.123 0.197 -1.304
H 5.474 -0.380 -1.823
H 6.272 1.051 -1.826
O 0.657 1.391 -6.437
H 1.132 1.295 -5.549
H 0.723 2.359 -6.726
O 2.329 -1.291 -4.265
H 2.615 -0.329 -4.132
H 1.949 -1.630 -3.391
O 3.565 -1.933 1.333
H 4.461 -1.472 1.244
H 3.047 -1.476 2.073
O 2.315 1.562 -4.159
H 1.724 1.617 -3.340
H 2.818 2.436 -4.244
O -1.291 -0.496 -7.092
H -2.065 -0.136 -7.636
H -0.653 0.268 -6.910
O -3.607 -3.928 -2.714
H -3.371 -2.958 -2.548
H -4.615 -4.005 -2.757
O -0.140 -3.116 0.177
H 0.599 -3.327 0.835
H -1.025 -3.192 0.662
O 3.721 5.384 1.223
H 2.784 5.003 1.234
H 3.881 5.852 2.106
O -4.251 1.872 2.587
H -5.130 1.963 3.079
H -4.420 2.052 1.605
O -0.126 -5.090 6.017
H -0.377 -5.809 5.350
H 0.725 -4.647 5.696
O 0.142 1.136 3.518
H -0.353 0.966 2.652
H -0.538 1.179 4.266
O 3.057 6.256 -1.196
H 3.466 5.771 -0.408
H 2.236 5.744 -1.490
```

Computed properties:
Frontier orbital gap: 7.97 eV
E_HOMO: -8.43 eV
ΔE to the lowest compared entry with this formula, charge and spin: 0.0000 eV
LUMO level: -0.5 eV

***

# 5
DFT (the ωB97M-V functional and the def2-TZVPD basis) results for C24H23Cl5CrN4O3S as an isolated structure at a distorted geometry.

```
61
Properties=species:S:1:pos:R:3
Cr -0.027 -0.314 -0.104
C -2.827 1.993 -2.412
C -2.143 1.047 -1.496
N -0.888 1.044 -1.273
N -0.049 2.047 -1.728
C 0.879 2.170 -0.799
O 0.919 1.402 0.258
C 1.932 3.190 -0.958
C 1.832 4.174 -1.940
C 2.847 5.104 -2.087
C 3.965 5.054 -1.260
C 4.066 4.076 -0.281
C 3.048 3.147 -0.126
C -2.859 0.049 -0.665
C -4.187 -0.273 -0.835
C -4.760 -1.224 0.000
C -3.977 -1.827 0.966
C -2.650 -1.455 1.074
N -2.108 -0.516 0.299
H -2.135 2.762 -2.735
H -3.689 2.453 -1.924
H -3.187 1.452 -3.292
H 0.959 4.197 -2.580
H 2.769 5.871 -2.846
H 4.757 5.784 -1.381
H 4.937 4.039 0.361
H 3.107 2.384 0.641
H -4.754 0.205 -1.623
H -5.803 -1.497 -0.112
H -4.376 -2.591 1.621
H -1.997 -1.935 1.787
Cl -1.194 -6.455 -4.412
C -0.934 -5.177 -3.293
C -0.804 -3.867 -3.737
Cl -0.912 -3.514 -5.414
C -0.593 -2.833 -2.826
Cl -0.456 -1.198 -3.393
C -0.512 -3.070 -1.449
O -0.331 -2.141 -0.535
C -0.656 -4.401 -1.026
Cl -0.568 -4.710 0.674
C -0.855 -5.438 -1.927
Cl -1.005 -7.049 -1.353
O 0.868 -1.046 1.697
S 0.231 -0.759 3.069
C 1.468 -1.276 4.293
C 2.035 -0.018 4.957
C 0.935 1.043 4.882
C 0.445 1.000 3.440
H 2.192 -1.875 3.742
H 0.943 -1.919 4.997
H 2.920 0.325 4.422
H 2.328 -0.226 5.984
H 1.292 2.038 5.145
H 0.123 0.793 5.570
H 1.199 1.340 2.730
H -0.493 1.522 3.255
N 1.934 -0.716 -0.931
H 2.562 -0.742 -0.135
H 2.280 -0.023 -1.587
H 1.958 -1.620 -1.388
```

Computed properties:
2S+1: 4
Frontier orbital gap (alpha / beta): 7.10 / 6.75 eV
E_HOMO (alpha / beta): -10.45 / -10.51 eV
Total charge: +1
ΔE to the lowest compared entry with this formula, charge and spin: 0.0148 eV
LUMO level (alpha / beta): -3.4 / -3.8 eV

***

# 6
DFT (the ωB97M-V functional and the def2-TZVPD basis) results for one molecule with the formula ClH4N2OP at a distorted geometry.

```
9
Properties=species:S:1:pos:R:3
N -0.024 0.002 1.190
P -1.040 0.529 -0.010
N -0.181 0.282 -1.400
O -1.494 1.893 0.194
Cl -2.618 -0.656 0.044
H 0.225 0.745 1.938
H 0.476 -0.910 1.257
H -0.095 -0.749 -1.712
H -0.048 1.000 -1.954
```

Computed properties:
Frontier orbital gap: 10.69 eV
Structure (SMILES): NP(N)(=O)Cl
E_HOMO: -10.04 eV
ΔE to the lowest compared entry with this formula, charge and spin: 0.3226 eV
LUMO level: 0.6 eV

***

# 7
DFT (the ωB97M-V functional and the def2-TZVPD basis) results for one molecule with the formula C3H6N2O2.

```
13
Properties=species:S:1:pos:R:3
H 0.413 -0.688 -1.298
N -0.156 -0.227 -2.007
C -0.759 0.808 -1.607
O -0.750 1.440 -0.405
C 0.095 0.924 0.600
C -0.261 -0.527 0.943
N 0.804 -1.377 1.018
O -1.409 -0.872 1.111
H -1.419 1.355 -2.278
H 1.149 1.041 0.313
H -0.099 1.545 1.479
H 0.637 -2.342 1.257
H 1.754 -1.078 0.877
```

Computed properties:
Frontier orbital gap: 10.85 eV
Structure (SMILES): [H]/N=C\OCC(N)=O
E_HOMO: -10.22 eV
ΔE to the lowest compared entry with this formula, charge and spin: 1.5783 eV
LUMO level: 0.6 eV

***

# 8
DFT (the ωB97M-V functional and the def2-TZVPD basis) results for a 2-piece molecular cluster, C4H11NO overall.

```
17
Properties=species:S:1:pos:R:3
C 1.411 -2.026 1.007
C 0.961 -0.772 0.306
C 0.021 0.026 0.814
N -0.509 1.165 0.190
C 0.239 1.739 -0.919
H 0.856 -2.189 1.928
H 1.225 -2.901 0.381
H 2.488 -1.983 1.166
H 1.407 -0.577 -0.660
H -0.429 -0.183 1.777
H -0.782 1.855 0.862
H 1.281 1.938 -0.649
H 0.194 1.072 -1.779
H -0.236 2.675 -1.207
O -2.987 0.310 -1.180
H -2.997 -0.645 -1.337
H -2.142 0.496 -0.700
```

Computed properties:
Frontier orbital gap: 9.35 eV
Structure (SMILES): C/C=C/NC.O
E_HOMO: -8.39 eV
ΔE to the lowest compared entry with this formula, charge and spin: 1.0977 eV
LUMO level: 1.0 eV

***

# 9
DFT (the ωB97M-V functional and the def2-TZVPD basis) results for C21H31AsClINO2S4Se2Si3SnTe2 as an isolated structure.

```
70
Properties=species:S:1:pos:R:3
Sn 2.573 -0.904 1.130
Se 3.614 -1.066 3.679
Te 2.336 0.997 4.205
Te 2.897 2.893 2.313
Se 5.076 2.536 1.517
Cl 2.588 4.501 -4.880
C 2.349 3.871 -3.273
C 2.185 4.737 -2.244
C 1.993 4.254 -0.932
I 1.626 5.701 0.522
C 1.988 2.909 -0.622
O 1.775 2.386 0.587
C 2.170 1.992 -1.733
N 2.171 0.667 -1.463
C 2.332 -0.190 -2.438
C 2.491 0.192 -3.783
C 2.494 1.520 -4.086
C 2.337 2.471 -3.054
H 2.193 5.801 -2.430
H 2.346 -1.240 -2.155
H 2.612 -0.560 -4.551
H 2.619 1.861 -5.105
O 6.668 -6.414 0.862
C 5.923 -5.470 0.778
S 4.174 -5.564 1.018
C 3.813 -3.876 0.693
C 4.855 -3.079 0.402
S 4.780 -1.375 -0.021
S 6.442 -3.827 0.389
S 2.122 -3.398 0.729
C -4.217 0.582 -1.234
Si -2.339 0.664 -1.253
C -1.844 2.478 -1.208
C -1.796 -0.069 -2.895
As -1.106 -0.379 0.448
Si -2.141 -2.480 0.691
C -1.576 -3.470 -0.798
C -1.485 -3.309 2.236
C -4.022 -2.525 0.757
Si -1.910 0.829 2.302
C -3.750 1.231 2.351
C -1.011 2.482 2.356
C -1.511 -0.157 3.852
H -4.604 1.103 -2.115
H -4.642 1.051 -0.348
H -4.574 -0.448 -1.270
H -1.972 2.944 -2.188
H -0.795 2.586 -0.918
H -2.444 3.036 -0.485
H -2.111 0.571 -3.724
H -2.235 -1.058 -3.048
H -0.710 -0.174 -2.939
H -0.511 -3.697 -0.702
H -1.716 -2.917 -1.729
H -2.121 -4.415 -0.876
H -0.414 -3.125 2.353
H -1.620 -4.391 2.150
H -1.992 -2.972 3.140
H -4.459 -2.434 -0.239
H -4.437 -1.731 1.379
H -4.345 -3.483 1.177
H -4.004 2.008 1.627
H -4.009 1.602 3.347
H -4.372 0.360 2.143
H -1.607 3.278 1.904
H -0.076 2.416 1.794
H -0.777 2.766 3.384
H -2.334 -0.830 4.106
H -1.343 0.512 4.699
H -0.611 -0.762 3.722
```

Computed properties:
Frontier orbital gap: 5.52 eV
E_HOMO: -4.49 eV
Total charge: -1
ΔE to the lowest compared entry with this formula, charge and spin: 1.1106 eV
LUMO level: 1.0 eV

***

# 10
DFT (the ωB97M-V functional and the def2-TZVPD basis) results for C33H20Br2Cl5N2O2S3Y as an isolated structure.

```
68
Properties=species:S:1:pos:R:3
Y -2.392 -1.008 0.026
O -2.527 0.665 -2.152
C -1.790 1.733 -2.521
C -2.264 2.615 -3.491
C -1.527 3.728 -3.858
C -0.307 3.976 -3.247
C 0.159 3.090 -2.285
C -0.547 1.952 -1.908
C 0.026 1.031 -0.820
O -0.548 -0.189 -0.761
N 1.484 0.916 -1.079
N 2.143 0.311 -0.085
C 3.153 -0.413 -0.369
C 3.934 -1.080 0.666
Br 3.091 -1.274 2.350
C 5.148 -1.619 0.505
C 5.998 -1.509 -0.692
C 6.804 -2.594 -1.054
C 7.631 -2.534 -2.164
C 7.683 -1.380 -2.935
C 6.909 -0.287 -2.575
C 6.081 -0.347 -1.463
H -3.283 0.439 -2.717
H -3.229 2.414 -3.943
H -1.915 4.402 -4.612
H 0.278 4.849 -3.511
H 1.111 3.275 -1.801
H -0.045 1.569 0.137
H 1.653 0.510 -2.001
H 3.452 -0.598 -1.403
H 5.552 -2.215 1.314
H 6.762 -3.498 -0.458
H 8.235 -3.394 -2.429
H 8.326 -1.331 -3.805
H 6.951 0.625 -3.158
H 5.505 0.525 -1.177
S -6.737 -2.531 -1.953
C -5.277 -2.154 -1.241
S -3.826 -1.936 -2.210
S -5.066 -1.942 0.456
Br -0.552 0.089 2.547
C -1.539 1.649 2.973
C -1.118 2.412 4.022
C -1.818 3.595 4.342
C -2.903 3.965 3.603
C -3.350 3.174 2.514
C -4.483 3.554 1.758
C -4.908 2.762 0.730
C -4.219 1.569 0.418
C -3.095 1.129 1.093
C -2.667 1.970 2.166
H -0.254 2.111 4.600
H -1.485 4.201 5.177
H -3.447 4.874 3.840
H -5.003 4.470 2.020
H -5.787 3.039 0.156
H -4.635 0.962 -0.384
Cl -0.540 -3.752 -0.954
C -1.072 -4.052 0.690
C -1.781 -3.057 1.339
C -2.190 -3.380 2.625
Cl -3.151 -2.219 3.508
C -1.894 -4.587 3.253
Cl -2.419 -4.922 4.869
C -1.155 -5.546 2.560
Cl -0.761 -7.055 3.312
C -0.739 -5.281 1.259
Cl 0.174 -6.468 0.392
```

Computed properties:
Frontier orbital gap: 5.29 eV
E_HOMO: -1.69 eV
Total charge: -2
ΔE to the lowest compared entry with this formula, charge and spin: 0.3443 eV
LUMO level: 3.6 eV